The following is a DFT calculation (the ωB97M-V functional and the def2-TZVPD basis) of a structure of composition C21H22CoN13STe.

Geometry as XYZ:
```
59
Properties=species:S:1:pos:R:3:forces:R:3
Co -0.83419 1.15297 0.65502 -1.8 -0.3 0.0
N -1.23724 2.30540 -2.51098 0.4 -0.4 -0.2
C -2.09953 2.84810 -1.65711 -0.7 0.5 0.6
N -3.05379 3.61943 -2.14318 0.0 0.1 -0.7
C -3.84889 4.24718 -1.27814 0.7 -0.6 0.2
N -4.80982 5.02853 -1.73575 -0.2 0.2 0.0
N -3.70323 4.12628 0.06480 -0.2 0.1 0.6
C -2.78187 3.29727 0.47302 -0.2 0.2 -1.1
N -1.95852 2.59529 -0.32713 0.3 -0.2 0.0
C -2.57184 3.12077 1.91648 -0.1 0.2 0.8
C -3.22283 3.93379 2.83631 0.1 -0.2 -0.2
C -2.93501 3.78655 4.18346 0.2 -0.2 -0.1
C -1.99581 2.83470 4.55775 0.0 0.0 -0.1
C -1.39944 2.05983 3.57585 0.0 0.0 0.3
N -1.68391 2.18207 2.28123 -0.1 0.1 -0.1
H -1.34035 2.50930 -3.49113 0.0 0.0 0.0
H -0.44761 1.77378 -2.18029 -0.1 0.2 -0.1
H -4.93493 5.14036 -2.72934 0.0 0.0 0.1
H -5.37522 5.55509 -1.08982 0.0 -0.1 -0.1
H -3.93448 4.65340 2.46391 0.0 0.1 0.0
H -3.42030 4.40468 4.92392 0.0 0.0 0.0
H -1.72556 2.69487 5.59312 0.0 0.0 0.0
H -0.63960 1.33516 3.83567 0.0 -0.1 0.0
C -1.44482 -3.84004 2.96905 0.0 -0.1 0.2
C -1.54631 -3.31645 1.59655 -0.1 0.0 -0.1
N -2.01920 -3.95948 0.58169 -0.2 -1.0 0.6
N -1.98766 -3.12624 -0.47132 0.5 1.1 0.5
C -1.50965 -1.92198 -0.12503 -0.1 -0.1 0.0
S -1.32368 -0.55793 -1.07567 0.0 0.3 -0.3
N -1.20168 -2.02933 1.20229 -0.3 -0.4 -0.7
N -0.69853 -0.95570 1.93117 0.2 0.2 0.2
H -1.80625 -4.86540 2.96809 0.0 0.0 0.0
H -2.05706 -3.25454 3.65703 0.0 0.0 0.0
H -0.41723 -3.83585 3.32852 0.1 0.0 0.0
H -2.35645 -3.41371 -1.36812 0.1 0.1 0.1
H 0.31587 -1.02212 2.03945 -0.2 -0.2 0.0
H -1.12722 -0.93297 2.85634 0.0 0.0 -0.2
C 1.83129 -2.58047 -2.50186 -0.3 0.1 0.1
Te 2.04352 -0.76022 -1.35285 0.7 -0.8 -0.7
C 4.08682 -1.42338 -1.14058 0.1 0.2 0.3
C 4.25858 -2.68325 -1.91792 -0.5 -0.6 -0.5
C 5.50073 -3.30519 -1.97982 -0.1 0.1 0.0
C 5.65794 -4.45921 -2.72218 -0.2 -0.1 -0.1
C 4.57381 -5.00891 -3.40173 0.1 0.1 0.1
C 3.33241 -4.40429 -3.33257 0.0 0.0 0.0
C 3.16744 -3.23974 -2.59269 0.8 0.2 0.4
H 1.43785 -2.33734 -3.49044 -0.1 0.3 0.1
H 1.10445 -3.23957 -2.01846 -0.1 0.2 0.1
H 4.31981 -1.57824 -0.08359 -0.2 0.2 0.1
H 4.76140 -0.64286 -1.49870 -0.2 0.3 0.0
H 6.34226 -2.87228 -1.46171 0.1 0.0 0.1
H 6.62581 -4.93061 -2.78788 0.1 0.0 0.0
H 4.70224 -5.90313 -3.99128 0.0 -0.1 0.0
H 2.49174 -4.82575 -3.86136 -0.1 -0.1 -0.1
N 4.42827 4.66576 0.29701 0.4 0.2 0.0
C 3.44855 4.06380 0.30382 1.3 0.5 0.1
N 2.33864 3.42819 0.26256 -1.8 -0.8 -0.2
C 1.69505 2.40902 0.42767 0.6 0.7 0.1
N 0.98518 1.45457 0.53685 1.2 -0.4 0.0
```
Forces are in eV/Å.

Properties
Kohn-Sham gap (spin up / spin down) (eV): 8.258 / 5.020
Multiplicity: 5
Charge: +2
HOMO (spin up / spin down) (eV): -13.82 / -13.87
LUMO energy (spin up / spin down) (eV): -5.566 / -8.850
ΔE to the lowest compared entry with this formula, charge and spin (kcal/mol): 4.9

Results of the natural (NBO) charge analysis, in e, for atoms 1 through 5: atom 1 (Co): 1.40, atom 2 (N): -0.76, atom 3 (C): 0.63, atom 4 (N): -0.56, atom 5 (C): 0.62